(1)
74
Properties=species:S:1:pos:R:3:forces:R:3 method="wB97M-V/def2-TZVPD" multiplicity=1 orbital_gap_ev="6.510 / 6.206" homo_energy_ev="-7.2 / -7.2"
O -0.045648 -0.774044 -4.888689 0.410 -0.020 -1.223
H -0.649398 -1.182614 -5.533068 0.422 0.234 0.379
Ba 0.235060 0.483622 -2.533904 0.049 -0.324 0.990
N 1.545843 -1.918250 -2.303170 0.076 -0.426 -0.971
N -0.773049 -2.013689 -1.413486 -0.968 -0.359 -0.664
N -0.125396 3.130543 -2.298999 -1.439 1.613 1.540
N -1.756359 1.696137 -0.859413 -0.593 2.571 1.090
O 2.521845 -1.529090 -3.029771 -0.184 -0.458 0.098
O 0.740960 3.767297 -3.029887 0.296 -0.132 -0.094
O -2.833121 1.039807 -0.250123 0.008 -0.564 -0.226
O -1.993759 -1.905515 -1.052428 0.527 -0.421 -0.088
C -0.419429 -3.149543 -2.115971 0.254 0.957 0.402
C 0.857600 -3.039358 -2.718518 0.209 1.294 0.784
C -0.727851 3.776833 -1.271712 1.864 -1.171 -2.147
C -1.726298 3.005718 -0.557939 0.127 -3.001 -0.720
C 1.408013 -3.886373 -3.798965 0.229 -0.528 -0.304
H 1.307053 -3.394261 -4.782615 0.091 -0.084 0.399
H 0.905973 -4.859676 -3.850624 0.158 0.263 -0.007
H 2.480893 -4.049605 -3.617552 -0.302 0.098 -0.171
C -1.357076 -4.280197 -2.336345 -0.334 -0.309 -0.052
H -2.263847 -3.930491 -2.857111 0.218 -0.118 0.261
H -1.672750 -4.723831 -1.377489 0.041 0.251 -0.316
H -0.888895 -5.067535 -2.941187 -0.190 0.249 0.224
C -0.335563 5.159263 -0.898784 -0.006 0.390 0.134
C -2.636148 3.721930 0.392546 -0.350 0.058 0.261
H 0.336116 5.560581 -1.663428 -0.227 -0.083 0.112
H 0.195128 5.194579 0.063343 -0.083 -0.094 -0.123
H -1.215761 5.798708 -0.796315 0.089 0.118 -0.057
H -3.299355 3.035194 0.928014 0.186 0.109 -0.213
H -3.253696 4.453298 -0.161543 0.235 -0.317 0.189
H -2.057899 4.304664 1.134556 -0.129 -0.298 -0.396
H 0.931541 2.733225 -4.342442 -0.038 -0.096 0.639
H -2.732548 0.093533 -0.511296 0.220 0.583 0.262
C -2.527857 0.544938 -3.969489 -1.472 0.443 -0.261
H -2.499639 0.292311 -5.032462 0.235 0.093 0.416
H -2.613896 1.613354 -3.724805 0.428 -0.451 -0.044
H -3.152923 -0.105633 -3.348249 0.528 0.031 -0.051
O 0.896974 1.812984 -4.764493 0.024 0.586 -0.883
H 0.600005 -0.226821 -5.399738 -0.711 -0.687 0.513
H 0.675658 1.983561 -5.692310 0.074 -0.050 0.333
C 3.297228 2.979057 3.769570 -0.100 -0.167 -0.105
C 3.722773 2.404177 2.562664 -0.221 -0.137 0.084
C 2.903683 1.479655 1.905536 -0.112 0.383 0.547
C 1.663501 1.127688 2.465627 0.082 0.025 -0.278
C 1.263571 1.657817 3.693048 0.478 0.277 -0.111
C 2.077406 2.601087 4.337454 0.031 -0.207 -0.231
As 0.563773 -0.081158 1.360833 0.226 -0.173 0.676
C 1.481869 -1.733444 1.905262 0.067 0.116 -0.387
C 1.923145 -2.540140 0.851879 0.022 -0.163 0.147
C 2.630649 -3.713056 1.117953 0.072 -0.002 0.354
C 2.910800 -4.069669 2.446082 -0.171 0.140 -0.338
C 2.478524 -3.251347 3.495514 -0.171 0.294 -0.121
C 1.766477 -2.070440 3.230480 0.245 -0.525 -0.252
C -1.022244 -0.211836 2.503670 -0.261 0.173 -0.349
C -1.523401 -1.455670 2.898427 -0.284 0.409 0.142
C -2.751823 -1.525282 3.569314 0.109 0.184 -0.102
C -3.482213 -0.359443 3.827808 0.240 0.035 -0.070
C -2.983173 0.887279 3.423757 0.225 -0.181 -0.096
C -1.761018 0.957888 2.745527 -0.242 -0.340 0.364
H 3.923951 3.717152 4.271705 -0.156 -0.202 -0.143
H 4.688993 2.679052 2.132103 -0.324 -0.063 0.155
H 3.227151 1.029019 0.964181 -0.087 0.165 0.211
H 0.324974 1.344574 4.144074 0.170 0.131 -0.075
H 1.743837 3.032829 5.282761 0.174 -0.096 -0.244
H 1.718668 -2.245105 -0.183295 0.051 -0.120 0.490
H 2.967460 -4.334440 0.283390 -0.068 0.146 0.340
H 3.463810 -4.988697 2.653718 -0.168 0.308 -0.013
H 2.695607 -3.523843 4.528846 -0.023 0.043 -0.266
H 1.438466 -1.422822 4.043161 0.080 -0.160 -0.132
H -0.950778 -2.355107 2.676858 -0.216 0.134 0.105
H -3.133666 -2.498637 3.883727 0.056 0.311 -0.085
H -4.440330 -0.419658 4.348512 0.300 0.011 -0.158
H -3.540660 1.807297 3.630417 0.163 -0.399 -0.081
H -1.367516 1.929643 2.435276 -0.158 -0.301 0.004

---

(2)
209
Properties=species:S:1:pos:R:3:forces:R:3 method="wB97M-V/def2-TZVPD" multiplicity=1 charge=-1 orbital_gap_ev=0.931 e_above_lowest_kj_mol=1236.4 homo_energy_ev=-6.9
Hg -1.631581 -4.704004 -0.439099 0.116 0.271 0.054
O -8.704081 -7.018304 8.164231 0.662 2.750 -2.127
C -8.641131 -6.014574 7.446151 -0.303 -1.379 0.516
O -7.710071 -5.618484 6.566331 -0.353 -1.057 0.661
B -8.009481 -4.248054 6.074581 0.636 -0.130 -0.047
O -9.390591 -3.982224 6.497741 0.522 0.261 -0.763
C -9.766511 -4.944224 7.297461 -2.647 -1.311 1.916
O -10.860641 -5.066354 7.837831 1.914 0.572 -1.049
O -7.656951 -4.095354 4.626881 0.163 0.026 0.314
C -6.456161 -3.522154 4.492691 -0.841 -0.391 -0.445
O -5.821431 -3.460764 3.480471 -0.093 0.196 0.468
C -6.032071 -3.007154 5.909761 -0.204 -1.203 2.160
O -7.068011 -3.369004 6.745131 1.996 1.632 -0.860
O -4.956371 -2.600984 6.266501 -1.448 0.015 -0.766
P -0.487791 0.122546 -1.947149 2.970 -0.615 0.382
F -0.397611 1.002726 -3.324749 -0.311 -0.995 0.261
F -0.122081 -1.356544 -2.563889 1.125 -0.102 -1.471
F 1.171239 0.311546 -1.812389 -1.286 0.413 0.546
F -0.569211 -0.705224 -0.536029 0.102 1.109 0.689
F -0.775551 1.559836 -1.156909 -0.254 -1.712 -0.503
F -1.942811 -0.363004 -2.271159 -2.385 1.712 0.130
C 0.699459 -8.174894 5.232201 0.705 2.648 0.476
F -0.608321 -8.406604 5.394051 0.951 -0.059 0.498
F 1.468539 -8.482414 6.312521 -1.260 -0.277 -0.617
F 1.126689 -8.854084 4.200391 0.208 -0.668 -0.530
S 1.050249 -6.268904 4.887381 -0.880 -0.668 2.064
O 2.474079 -6.209004 4.596691 -0.536 0.075 0.532
O 0.260969 -5.995194 3.697881 -0.317 0.275 0.132
O 0.576499 -5.569014 6.134581 1.090 -1.307 -2.674
C 3.928759 8.198346 -4.901429 0.188 -1.295 -0.354
C 2.562489 8.340456 -4.210819 -0.088 0.848 -0.306
C 2.553929 9.858226 -3.659539 -1.137 -1.141 -0.339
C 1.114389 10.410626 -3.425009 0.888 -0.632 -2.187
C 0.223139 10.121736 -4.701639 0.594 -0.442 1.159
C 0.058729 8.608906 -5.089909 -0.411 0.277 1.081
N 1.421049 8.019896 -5.135129 -0.170 2.600 -1.251
O 1.421669 6.752266 -5.681319 0.409 0.044 0.285
C -0.841691 7.848606 -4.006549 1.064 0.365 -0.707
C -0.651941 8.594406 -6.453939 0.710 -1.416 -0.924
C 2.408849 7.388946 -3.064759 0.428 -0.300 1.655
H 4.155749 7.163156 -5.156329 -0.353 -0.313 0.023
H 4.740499 8.438646 -4.214839 -0.151 0.460 0.136
H 4.069689 8.711226 -5.852849 -0.377 0.507 0.225
H 3.028259 9.928836 -2.680709 0.360 -0.617 0.017
H 3.213389 10.428886 -4.313429 -0.565 0.344 -0.292
H 1.216109 11.490966 -3.321999 -0.310 0.008 0.345
H 0.762599 9.944026 -2.504889 -0.462 0.208 -0.117
H 0.664659 10.591716 -5.580439 0.302 0.145 0.118
H -0.733491 10.624136 -4.558359 -0.290 -0.381 -0.073
H -1.135521 6.830906 -4.263559 0.125 -0.031 -0.502
H -0.193061 7.735346 -3.137889 -0.554 0.296 0.377
H -1.772321 8.386336 -3.825229 0.203 0.155 0.265
H -0.509941 7.678886 -7.028189 0.112 -0.843 0.742
H -1.739631 8.632596 -6.394259 0.109 0.787 0.173
H -0.177261 9.202786 -7.223789 -0.339 1.129 0.476
H 3.336669 7.153256 -2.543499 0.288 0.213 -0.070
H 1.994259 6.406456 -3.290389 -0.143 0.148 -0.247
H 1.790289 7.892726 -2.321999 -0.248 -0.369 0.164
H 0.991109 6.219356 -5.008829 -0.187 -0.793 0.139
C -6.835511 -4.809914 -4.373939 0.044 1.255 0.484
C -6.500331 -5.493174 -5.660409 -0.550 -1.284 -1.937
C -7.077751 -4.682904 -6.895869 -0.085 0.594 0.587
C -6.758871 -5.208234 -8.303849 0.633 -0.739 1.201
C -5.225551 -5.240864 -8.314419 0.885 0.605 0.037
C -4.510281 -6.059274 -7.151599 -0.776 -0.003 -1.750
N -5.041751 -5.572234 -5.832199 -0.163 0.899 -2.440
O -4.405731 -6.214044 -4.805119 0.038 -0.582 0.806
C -4.624751 -7.607584 -7.469489 0.682 0.569 0.457
C -3.009331 -5.709304 -7.236709 -0.134 0.056 0.369
C -7.294461 -6.841014 -5.667739 -0.085 -0.280 0.552
H -6.264661 -3.884704 -4.295059 -0.131 0.249 -0.192
H -6.606041 -5.308724 -3.432309 -0.065 -0.604 -0.334
H -7.899391 -4.575174 -4.407909 -0.012 0.104 0.272
H -8.146801 -4.514164 -6.766369 -0.195 -0.461 0.207
H -6.684211 -3.668904 -6.825099 0.331 0.107 0.006
H -7.259511 -4.626914 -9.078129 0.487 0.460 0.036
H -7.186801 -6.199514 -8.453299 0.115 -0.300 0.163
H -4.850271 -4.220094 -8.241609 -0.346 0.476 0.788
H -4.724871 -5.399814 -9.269479 -0.334 -1.242 -0.246
H -3.875961 -7.856974 -8.221289 0.001 0.271 -0.236
H -4.251591 -8.158894 -6.606419 -0.368 -0.242 0.235
H -5.559541 -8.024554 -7.844209 -0.181 0.353 0.356
H -2.417161 -6.335324 -6.569229 -0.096 0.183 0.301
H -2.560681 -5.871284 -8.216799 -0.466 -0.077 -0.271
H -2.874931 -4.654484 -6.997119 0.093 -0.070 0.230
H -7.280961 -7.480804 -6.550119 0.204 0.432 -0.202
H -8.331831 -6.576514 -5.462829 -0.130 0.053 -0.234
H -7.073411 -7.504444 -4.831629 0.461 0.016 0.230
H -4.841161 -7.069614 -4.807729 0.157 -0.808 0.557
C 5.967389 -7.392394 -3.243689 -0.051 0.685 -0.074
C 4.633929 -7.205394 -4.088659 0.968 0.266 0.461
C 4.709629 -8.047874 -5.412449 -0.414 -0.198 0.346
C 4.529169 -9.560184 -5.229419 0.401 1.238 -0.062
C 3.252189 -9.833544 -4.480119 1.446 0.788 1.612
C 3.207839 -9.062884 -3.041769 0.314 -2.254 -0.713
N 3.455209 -7.641784 -3.267999 -0.556 -0.794 -1.096
O 3.218719 -6.925674 -2.094309 0.304 0.198 -0.646
C 1.778939 -9.378504 -2.544659 -0.455 0.357 0.235
C 4.293509 -9.732554 -2.005809 -0.905 0.363 -0.893
C 4.475379 -5.662924 -4.334079 0.307 -0.530 0.369
H 6.461879 -8.361954 -3.184379 -0.780 -0.336 0.072
H 5.747199 -6.983714 -2.257479 0.049 -0.416 0.302
H 6.815339 -6.771484 -3.532729 -0.318 0.462 -0.729
H 3.911379 -7.841774 -6.125479 -0.136 0.917 0.164
H 5.651799 -7.868924 -5.930519 0.075 0.355 0.175
H 5.410809 -9.983584 -4.748239 -0.071 -0.278 0.056
H 4.414949 -9.984334 -6.226999 0.337 -0.220 -0.039
H 3.332799 -10.914454 -4.365139 -1.132 -0.087 0.514
H 2.413159 -9.479284 -5.078969 -0.166 -0.314 0.173
H 1.721669 -10.423524 -2.240099 0.200 0.039 0.175
H 1.375829 -8.750554 -1.750129 0.583 -0.005 0.348
H 0.997859 -9.285364 -3.299209 0.353 0.182 -0.542
H 3.932119 -10.617334 -1.481719 -0.468 -0.022 -0.320
H 5.193029 -10.046384 -2.535389 0.001 0.274 0.054
H 4.557119 -9.057444 -1.191659 0.177 0.206 -0.140
H 3.536239 -5.420944 -4.831639 0.145 -0.074 -0.116
H 5.339889 -5.226244 -4.834109 -0.071 -0.449 -0.670
H 4.517499 -5.094794 -3.404809 -0.433 -0.382 0.336
H 3.814649 -7.327434 -1.457869 0.255 0.048 0.684
C 10.518009 0.520756 2.032781 0.537 -0.107 0.521
C 11.649149 0.872436 1.066981 0.112 -0.515 -0.279
C 12.076569 -0.440654 0.360321 -0.653 -0.349 -0.678
C 11.068679 -0.947954 -0.809339 1.161 1.462 1.717
C 10.839269 0.249046 -1.734489 1.228 -0.329 -0.751
C 10.373869 1.529006 -1.074339 -1.823 1.018 0.194
N 11.235469 1.865126 0.040651 2.157 -1.917 -0.349
O 10.871519 3.058856 0.639481 -0.050 0.856 0.046
C 10.417169 2.707166 -2.119919 1.015 -0.491 0.343
C 8.921769 1.423806 -0.628059 -0.501 -0.016 -0.969
C 12.882529 1.440386 1.879231 -1.700 0.799 -0.761
H 9.779869 -0.133364 1.568711 -0.037 0.232 0.131
H 10.066459 1.397556 2.496911 -0.160 -0.002 -0.206
H 10.999379 -0.051824 2.825581 -0.214 -0.120 0.240
H 13.124029 -0.301804 0.092631 -0.100 0.149 -1.200
H 12.227169 -1.258414 1.065091 -0.630 0.066 0.521
H 10.112559 -1.256134 -0.386299 0.059 -0.061 0.300
H 11.517259 -1.845094 -1.235969 -0.050 0.279 -0.495
H 10.221749 0.024346 -2.604129 -0.368 -0.070 0.185
H 11.803039 0.511576 -2.170789 0.334 -0.108 -0.118
H 11.472259 2.793246 -2.379649 0.101 0.085 -0.454
H 9.820499 2.536856 -3.016069 0.073 -0.411 0.061
H 10.128789 3.698506 -1.770369 -0.239 -0.264 0.542
H 8.764339 0.580636 0.044541 -0.338 0.405 0.012
H 8.543099 2.389616 -0.293519 0.209 -0.208 0.759
H 8.343779 1.290196 -1.542479 -0.242 -0.518 -0.025
H 12.511229 2.375496 2.298521 -0.060 -0.138 0.658
H 13.677629 1.828656 1.242711 0.247 -0.772 -0.245
H 13.195159 0.755766 2.667681 0.147 0.070 -0.212
H 11.537949 3.578866 0.184441 -0.217 0.977 0.515
C -7.233581 4.268716 3.417821 0.745 -1.046 0.806
C -8.620561 4.720536 3.083671 -0.334 1.310 -0.896
C -9.214571 3.785456 1.921501 0.687 0.461 1.124
C -10.680631 3.996956 1.635851 -0.351 -1.167 2.192
C -11.472771 3.828676 3.017831 1.477 1.163 -1.550
C -10.965981 4.793746 4.194751 -1.017 0.288 -1.324
N -9.492471 4.712986 4.328501 -0.560 -1.820 -1.987
O -8.985331 5.471946 5.406871 -0.197 -0.296 -0.697
C -11.441721 6.276016 3.945401 -0.213 -1.101 -0.950
C -11.664991 4.305406 5.438691 0.110 0.468 1.197
C -8.493511 6.183616 2.507151 -1.306 -0.674 0.070
H -6.802741 4.773446 4.282531 -0.134 0.319 -0.051
H -6.523561 4.390656 2.599841 -0.257 0.118 -0.161
H -7.220601 3.210036 3.676921 -0.062 -0.204 0.008
H -8.605931 3.793586 1.017291 0.282 0.898 -0.017
H -9.063101 2.740156 2.190701 -0.289 -0.126 0.611
H -10.986821 3.127946 1.053491 -0.285 0.326 -0.466
H -11.010041 4.927306 1.173181 0.414 -0.026 -0.181
H -11.446941 2.784426 3.329241 0.247 0.058 0.169
H -12.466061 4.012336 2.608251 -0.533 0.400 1.216
H -12.514371 6.360086 4.119861 -0.056 -0.085 0.261
H -10.928271 7.044606 4.523111 0.178 -0.281 -0.023
H -11.337741 6.427026 2.870931 0.251 0.578 0.037
H -11.221921 3.400586 5.854761 0.145 0.099 0.062
H -11.625111 5.144746 6.132981 0.308 -0.319 0.630
H -12.737911 4.129936 5.360351 0.019 -0.073 -0.720
H -9.326371 6.233116 1.805721 0.143 0.589 -0.257
H -7.563851 6.395746 1.979111 -0.015 -0.193 0.142
H -8.693821 6.928866 3.276961 0.322 -0.027 0.045
H -8.630191 4.722286 5.890081 0.291 0.347 0.712
C 1.758459 3.940686 5.649921 -1.452 -0.312 0.366
C 2.444299 2.948896 6.656661 0.877 1.769 -0.489
C 3.956559 3.262736 6.492101 0.877 2.301 1.059
C 4.357779 4.558946 7.235151 -1.572 -0.419 2.398
C 3.881509 4.437666 8.747701 1.581 -0.256 -2.416
C 2.418239 4.141846 8.915901 -2.553 0.702 1.621
N 1.929239 3.057756 8.024611 3.307 -0.171 1.009
O 0.631449 2.622336 8.276291 0.905 0.956 -0.754
C 2.277099 3.780796 10.422341 0.269 -0.630 0.401
C 1.429469 5.377226 8.789331 0.973 -0.366 -0.164
C 2.378009 1.566916 6.159161 -1.056 -1.572 -1.295
H 1.780929 5.022736 5.779401 1.153 0.003 0.413
H 0.678759 3.838636 5.759211 -0.339 -0.668 -0.463
H 2.055769 3.705026 4.628081 -0.164 -0.034 0.083
H 4.623789 2.458746 6.802751 -0.223 -0.149 0.075
H 4.169069 3.523376 5.455281 -0.286 -0.745 -0.262
H 3.776139 5.426966 6.924771 0.369 0.071 -0.827
H 5.415039 4.804236 7.335831 0.024 -0.170 -0.743
H 4.258389 5.358036 9.193761 -0.696 -0.009 0.564
H 4.479649 3.617366 9.144481 -0.178 -0.137 0.402
H 2.833229 2.863116 10.613871 -0.112 -0.117 0.110
H 2.714299 4.550646 11.058171 0.494 0.238 -0.387
H 1.294919 3.705646 10.889021 -0.395 -0.362 -0.789
H 0.421699 5.072116 9.071111 -0.064 -0.152 -0.312
H 1.679929 6.122786 9.544001 0.268 0.168 -0.235
H 1.466509 5.791246 7.781701 -0.191 0.234 0.135
H 2.676829 1.607856 5.111721 0.146 -0.201 -0.079
H 1.374329 1.142606 6.133061 -0.049 -0.036 0.287
H 3.065109 0.886476 6.662151 -0.190 0.116 0.225
H 0.230969 3.412896 7.907191 -1.739 -0.091 0.038

---

no.,strongest force on any atom (eV Å⁻¹)
1,3.1
2,3.5